{"formula": "C43H51ClFN7O6PPbS", "method": "the ωB97M-V functional and the def2-TZVPD basis", "species": ["Pb", "C", "C", "N", "C", "C", "C", "S", "N", "C", "O", "C", "C", "C", "C", "C", "C", "H", "H", "H", "H", "H", "H", "H", "H", "H", "H", "H", "H", "H", "H", "H", "C", "C", "C", "C", "C", "C", "C", "F", "C", "C", "C", "O", "C", "C", "N", "C", "C", "O", "O", "H", "H", "H", "H", "H", "H", "H", "H", "H", "H", "H", "C", "C", "C", "C", "N", "C", "C", "C", "C", "C", "C", "C", "H", "H", "H", "H", "H", "H", "H", "H", "C", "C", "C", "N", "H", "H", "H", "H", "H", "N", "C", "P", "O", "O", "C", "N", "H", "H", "H", "H", "H", "H", "H", "H", "H", "H", "Cl", "C", "H", "H"], "positions_angstrom": [[-0.7209, -0.6063, 0.5547], [5.2524, -2.7193, 3.6835], [4.3760, -1.5734, 4.1706], [3.8353, -0.7828, 3.0714], [4.6187, 0.3756, 2.6720], [4.1998, 1.6426, 3.4050], [2.6694, -1.1362, 2.4667], [2.0695, -0.1169, 1.2274], [2.1851, -2.3085, 2.9057], [0.9218, -2.7185, 2.8015], [-0.0951, -2.0836, 2.4710], [0.7190, -4.1675, 3.1760], [1.6799, -4.8902, 3.8758], [1.4580, -6.2207, 4.1979], [0.2793, -6.8443, 3.8088], [-0.6782, -6.1302, 3.1015], [-0.4617, -4.7955, 2.7934], [5.6800, -3.2652, 4.5277], [6.0741, -2.3476, 3.0674], [4.6545, -3.4056, 3.0849], [4.9528, -0.8925, 4.8019], [3.5510, -1.9577, 4.7659], [4.5169, 0.5143, 1.5976], [5.6666, 0.1419, 2.8812], [3.1629, 1.8759, 3.1651], [4.8262, 2.4850, 3.1024], [4.2908, 1.5180, 4.4867], [2.5977, -4.3926, 4.1588], [2.2069, -6.7747, 4.7510], [0.1090, -7.8856, 4.0544], [-1.5948, -6.6138, 2.7872], [-1.1977, -4.2220, 2.2446], [1.2164, 1.2785, -7.8256], [0.4669, 2.2693, -6.9400], [1.0253, 3.6842, -7.0134], [2.4535, 3.7222, -6.4871], [2.5444, 3.0535, -5.1388], [3.5855, 3.3377, -4.2786], [3.6461, 2.7354, -3.0297], [4.6881, 3.0503, -2.2290], [2.6862, 1.8657, -2.5911], [1.6217, 1.5669, -3.4453], [0.5624, 0.6497, -2.9411], [0.6578, 0.2070, -1.8084], [-0.5111, 0.3824, -3.8885], [-0.4693, 0.9742, -5.1097], [0.4857, 1.8198, -5.5443], [1.5571, 2.1441, -4.7161], [-1.7162, -0.4946, -3.6737], [-2.5210, -0.6728, -4.5681], [-1.7995, -1.0588, -2.4884], [1.2474, 1.6339, -8.8571], [0.7214, 0.3074, -7.8092], [2.2397, 1.1362, -7.4759], [-0.5830, 2.2869, -7.2359], [0.3925, 4.3399, -6.4107], [0.9808, 4.0366, -8.0450], [2.7986, 4.7539, -6.4026], [3.1267, 3.2287, -7.1943], [4.3583, 4.0411, -4.5642], [2.7192, 1.4122, -1.6072], [-1.2731, 0.7644, -5.8053], [1.0578, 4.0024, -0.3405], [1.4389, 4.2441, 0.9727], [0.8049, 3.5617, 1.9920], [-0.1914, 2.6328, 1.6771], [-0.5398, 2.3898, 0.4103], [0.0658, 3.0624, -0.5630], [-0.9137, 1.8768, 2.7269], [-1.1541, 2.5158, 3.9901], [-1.7205, 1.7827, 5.0479], [-2.1627, 0.5091, 4.8612], [-2.1736, -0.1096, 3.5019], [-1.3558, 0.6177, 2.4855], [1.5213, 4.5163, -1.1725], [2.2290, 4.9512, 1.1971], [1.0915, 3.7097, 3.0243], [-0.2763, 2.8386, -1.5676], [-0.9096, 3.5620, 4.1273], [-1.7918, 2.2432, 6.0280], [-2.5413, -0.0692, 5.6965], [-1.8878, -1.1654, 3.5483], [-4.2059, 2.1424, 0.9203], [-4.1905, 3.0596, -0.3035], [-3.2769, 2.6039, -1.3559], [-2.5422, 2.2851, -2.1801], [-4.8924, 2.5506, 1.6632], [-3.2118, 2.0625, 1.3603], [-4.5309, 1.1455, 0.6410], [-3.8809, 4.0719, -0.0329], [-5.1857, 3.1326, -0.7464], [-5.1757, -1.9780, 2.9573], [-4.5780, -2.7805, 1.8871], [-4.3952, -1.7168, 0.4066], [-5.6914, -0.9898, 0.2022], [-3.1269, -0.9004, 0.4873], [-4.1866, -2.8950, -0.9705], [-4.0465, -2.0777, -2.1899], [-5.5947, -2.5705, 3.6622], [-5.9141, -1.4115, 2.5489], [-3.2102, -0.1540, 3.1253], [-5.1973, -3.6391, 1.5890], [-3.5972, -3.1569, 2.1903], [-5.0476, -3.5735, -0.9884], [-3.2772, -3.4783, -0.8227], [-4.7956, -1.3909, -2.2164], [-4.1157, -2.6380, -3.0295], [-2.6338, -1.6308, -2.4344], [-0.7597, -3.8583, -1.3418], [0.2572, -2.6736, -0.5002], [0.9183, -2.1947, -1.2129], [0.7803, -3.1760, 0.3055]], "forces_ev_per_a": [[-0.290, 0.222, 0.063], [0.004, -0.002, 0.004], [-0.008, 0.011, 0.007], [-0.017, -0.006, 0.018], [-0.013, -0.005, 0.000], [0.014, 0.014, 0.001], [-0.020, 0.113, 0.111], [0.184, -0.101, -0.086], [-0.077, -0.014, -0.030], [0.097, -0.046, -0.043], [0.002, 0.048, 0.038], [-0.004, -0.002, -0.025], [0.001, -0.005, -0.010], [0.003, 0.000, -0.003], [0.001, -0.002, 0.002], [0.000, -0.001, 0.000], [-0.007, 0.005, 0.015], [-0.002, -0.001, -0.001], [0.000, 0.000, 0.002], [0.005, 0.004, -0.008], [0.004, -0.001, 0.001], [0.008, -0.001, 0.002], [-0.009, -0.002, -0.001], [-0.001, 0.000, -0.001], [-0.019, 0.001, -0.001], [-0.005, -0.007, 0.005], [-0.004, 0.002, -0.007], [-0.003, 0.005, 0.005], [0.000, 0.000, -0.002], [0.001, 0.000, 0.000], [0.000, 0.000, 0.000], [0.007, 0.000, 0.000], [-0.007, -0.005, -0.008], [0.001, -0.021, 0.018], [0.004, 0.000, 0.004], [0.001, 0.003, 0.007], [0.006, 0.009, 0.001], [0.000, 0.003, 0.000], [-0.018, -0.006, -0.001], [0.013, 0.002, 0.020], [0.013, -0.008, -0.008], [-0.017, 0.013, -0.013], [-0.209, -0.030, -0.179], [0.012, -0.090, 0.072], [-0.029, -0.006, 0.003], [0.001, -0.041, 0.040], [0.036, 0.076, -0.011], [-0.031, 0.002, -0.023], [0.351, -0.208, 0.812], [-0.250, -0.057, -0.310], [1.677, 0.841, -0.779], [-0.005, -0.002, -0.003], [0.003, -0.001, 0.005], [0.001, 0.004, -0.002], [-0.002, 0.015, 0.001], [-0.001, -0.001, -0.002], [0.004, 0.000, -0.003], [0.004, 0.001, -0.003], [-0.003, -0.005, -0.003], [0.002, -0.001, 0.000], [-0.006, 0.011, -0.009], [0.004, 0.001, 0.004], [0.000, 0.004, 0.046], [0.013, 0.012, -0.014], [0.001, -0.013, -0.007], [0.050, -0.010, 0.019], [0.002, 0.015, 0.000], [0.104, 0.012, -0.099], [-0.070, 0.089, 0.134], [-0.006, 0.015, -0.098], [-0.025, -0.057, 0.038], [0.027, 0.041, -0.007], [0.006, 0.041, 0.030], [0.107, -0.178, 0.013], [0.003, 0.001, 0.000], [-0.003, 0.002, -0.002], [-0.004, 0.003, 0.003], [0.030, 0.014, 0.050], [0.059, -0.011, 0.022], [0.000, -0.008, 0.002], [-0.055, 0.020, -0.004], [0.027, 0.020, 0.014], [0.055, 0.063, -0.035], [0.051, -0.012, 0.000], [0.113, -0.028, -0.012], [-0.212, 0.028, -0.055], [-0.003, -0.007, 0.002], [-0.046, 0.017, -0.049], [-0.069, -0.067, 0.038], [0.008, 0.004, -0.013], [-0.009, -0.006, -0.003], [-0.055, -0.003, -0.058], [0.001, -0.008, -0.033], [-0.179, 0.090, 0.030], [0.024, -0.017, -0.002], [0.120, -0.164, 0.172], [-0.063, -0.074, 0.002], [-0.730, -0.905, 0.064], [0.027, 0.001, 0.011], [0.008, 0.004, 0.011], [-0.023, -0.025, -0.004], [0.033, -0.022, -0.005], [0.006, 0.028, 0.015], [0.009, 0.051, -0.081], [-0.032, 0.002, -0.009], [0.159, 0.131, -0.036], [-0.237, -0.137, -0.086], [-0.702, 0.465, 0.353], [0.036, -0.057, 0.059], [0.118, -0.190, -0.116], [-0.062, 0.059, -0.009], [-0.016, 0.039, 0.023]], "mulliken_charge": [1.544, -1.168, -0.710, 0.337, -1.041, -0.610, -0.072, -0.232, -0.079, -1.108, -0.519, 0.817, -0.093, -0.731, -0.341, -0.760, -0.202, 0.337, 0.420, 0.205, 0.452, 0.458, 0.474, 0.397, -0.113, 0.394, 0.344, 0.333, 0.399, 0.362, 0.398, 0.356, -1.400, -0.341, -1.092, -1.323, 1.048, -0.712, -0.067, -0.393, -0.896, 0.726, 0.614, -0.510, -0.265, -0.238, 0.112, -0.583, 0.513, -0.762, 0.111, 0.395, 0.383, 0.354, 0.519, 0.359, 0.453, 0.464, 0.370, 0.521, 0.949, 0.582, -1.115, -1.017, -0.768, 0.192, 0.267, -0.289, 1.400, -0.901, -0.659, -0.981, 0.590, -0.080, 0.561, 0.386, 0.454, 0.465, 0.507, 0.359, 0.429, -0.020, -0.040, -0.702, 0.427, -0.510, 0.426, -0.165, -0.136, 0.348, 0.384, -0.525, -0.460, 0.177, -0.888, -0.061, -0.424, -0.489, 0.227, 0.207, -0.099, 0.492, -0.042, 0.392, -0.022, 0.243, 0.299, 0.157, -0.261, -0.612, 0.327, 0.408], "total_charge": -1, "homo_ev": [-3.4, -3.5], "max_force_ha_per_bohr": 0.0395, "energy_ev": -108750.09150, "homo_lumo_gap_ev": [5.5, 5.6], "relative_energy_ev": 1.787, "mol_weight_da": 1086.62, "lumo_ha": [0.075, 0.075]}

***

{"formula": "C43H51F3IrN2O2", "method": "the ωB97M-V functional and the def2-TZVPD basis", "species": ["Ir", "C", "C", "C", "C", "C", "C", "C", "C", "C", "C", "C", "C", "N", "C", "C", "C", "C", "C", "C", "C", "N", "C", "C", "C", "C", "C", "C", "C", "C", "C", "C", "C", "C", "H", "H", "H", "H", "H", "H", "H", "H", "H", "H", "H", "H", "H", "H", "H", "H", "H", "H", "H", "H", "H", "H", "H", "H", "H", "H", "H", "H", "H", "H", "H", "H", "H", "H", "H", "H", "H", "H", "H", "F", "C", "F", "F", "C", "C", "C", "C", "C", "C", "C", "C", "H", "H", "H", "H", "O", "H", "H", "C", "C", "C", "O", "H", "H", "H", "H", "H", "H"], "positions_angstrom": [[0.0156, -0.4394, 0.0219], [-0.1821, 1.9404, -2.7561], [-1.4811, 2.6566, -2.3943], [-2.6680, 1.9273, -3.0498], [-1.7818, 2.9770, -0.9324], [-2.5400, 4.0838, -0.6875], [-2.9437, 4.4670, 0.5968], [-2.5778, 3.6956, 1.7140], [-1.8165, 2.5748, 1.6115], [-1.5372, 1.7739, 2.8746], [-2.4804, 0.5692, 3.0198], [-0.0919, 1.3413, 3.1178], [-1.2646, 2.1713, 0.2532], [-1.5269, 0.6884, -0.0065], [-2.7842, 0.4137, -0.2092], [-3.2894, -0.8613, -0.5222], [-4.6752, -0.9787, -0.7710], [-5.2156, -2.1766, -1.1308], [-4.3745, -3.2990, -1.2586], [-3.0367, -3.2334, -0.9932], [-2.4410, -2.0023, -0.5947], [-1.1039, -1.9306, -0.2581], [-0.4729, -3.2374, -0.0845], [-0.6306, -3.8682, 1.1552], [0.0360, -5.0746, 1.3402], [0.7946, -5.6325, 0.3212], [0.8609, -5.0125, -0.9147], [0.2204, -3.7980, -1.1595], [0.2216, -3.1977, -2.5556], [0.0774, -4.2750, -3.6346], [1.4699, -2.3620, -2.8358], [-1.5027, -3.3188, 2.2738], [-2.6513, -4.2848, 2.5799], [-0.7060, -3.0256, 3.5489], [-0.1695, 1.7876, -3.8360], [-0.1012, 0.9539, -2.2969], [0.7037, 2.5137, -2.4888], [-1.4285, 3.6432, -2.8626], [-2.6638, 0.8635, -2.8029], [-2.5901, 2.0053, -4.1340], [-3.6266, 2.3532, -2.7522], [-2.8496, 4.6866, -1.5333], [-3.5506, 5.3508, 0.7303], [-2.9244, 4.0026, 2.6931], [-1.7843, 2.4676, 3.6818], [-2.1770, -0.2537, 2.3710], [-3.5138, 0.8330, 2.7912], [-2.4510, 0.2025, 4.0464], [0.2564, 0.6115, 2.3762], [-0.0315, 0.8555, 4.0929], [0.5967, 2.1846, 3.1157], [-3.4715, 1.2534, -0.1341], [-5.2882, -0.0914, -0.6794], [-6.2740, -2.2711, -1.3274], [-4.7977, -4.2419, -1.5785], [-2.4331, -4.1202, -1.1017], [-0.0579, -5.5956, 2.2842], [1.3060, -6.5718, 0.4807], [1.4028, -5.4937, -1.7177], [-0.6542, -2.5463, -2.6354], [1.0075, -4.8257, -3.7778], [-0.1683, -3.8086, -4.5884], [-0.7083, -4.9945, -3.4023], [2.3662, -2.9806, -2.7446], [1.5729, -1.5075, -2.1647], [1.4389, -1.9719, -3.8539], [-1.9395, -2.3744, 1.9445], [-2.2796, -5.1956, 3.0514], [-3.1901, -4.5724, 1.6771], [-3.3604, -3.8227, 3.2668], [-0.1102, -3.8837, 3.8600], [-1.3835, -2.7852, 4.3685], [-0.0372, -2.1615, 3.4518], [7.0260, 5.3644, 1.4524], [6.2216, 5.8100, 0.4784], [5.9549, 7.0984, 0.7250], [6.8967, 5.7447, -0.6763], [4.9442, 5.0044, 0.4108], [4.4585, 4.3898, 1.5586], [3.2542, 3.7114, 1.5122], [2.5388, 3.6352, 0.3130], [3.0366, 4.2586, -0.8354], [4.2360, 4.9451, -0.7819], [1.2763, 2.9691, 0.2753], [0.2211, 2.3795, 0.2754], [5.0190, 4.4488, 2.4811], [2.8487, 3.2587, 2.4093], [2.4821, 4.2021, -1.7625], [4.6249, 5.4311, -1.6661], [1.4489, -1.7329, 1.1200], [0.9872, -2.2595, 1.7951], [1.8806, -2.3884, 0.5494], [3.8768, 0.2387, 0.7623], [3.2033, 0.2814, -0.5636], [4.0345, 0.5732, -1.7645], [1.9885, 0.1171, -0.7249], [4.8331, -0.2782, 0.6785], [3.2551, -0.2066, 1.5298], [4.1104, 1.2696, 1.0360], [4.5081, 1.5509, -1.6345], [3.4309, 0.5655, -2.6671], [4.8474, -0.1524, -1.8365]], "forces_ev_per_a": [[0.574, -1.288, 1.293], [0.005, 0.001, -0.017], [-0.093, 0.005, 0.046], [0.067, -0.015, -0.036], [-0.012, 0.148, 0.019], [-0.013, -0.124, 0.064], [-0.105, 0.203, 0.040], [0.017, -0.103, -0.142], [-0.034, 0.024, 0.116], [-0.036, 0.008, -0.117], [0.040, -0.001, 0.090], [-0.004, 0.011, 0.081], [0.653, 0.044, 0.053], [-0.663, 0.710, -1.012], [0.481, 0.145, 0.099], [0.213, -0.223, -0.070], [0.200, 0.125, 0.081], [0.033, -0.189, -0.030], [-0.208, -0.048, -0.045], [0.268, 0.286, 0.136], [-0.330, 0.153, -0.331], [-0.444, 0.133, 0.028], [-0.207, 0.254, -0.007], [0.054, -0.079, 0.111], [0.052, -0.052, -0.094], [-0.050, 0.020, 0.086], [0.088, 0.049, -0.060], [0.116, -0.145, 0.019], [-0.143, 0.032, -0.007], [-0.054, -0.017, -0.039], [0.117, 0.055, 0.043], [-0.032, 0.121, -0.010], [0.000, -0.040, 0.005], [0.040, 0.037, 0.035], [0.024, 0.021, -0.018], [-0.017, -0.005, 0.001], [-0.004, 0.003, 0.050], [-0.022, -0.036, -0.046], [-0.017, -0.040, 0.007], [-0.009, -0.029, -0.022], [0.012, 0.019, 0.011], [-0.005, 0.012, 0.000], [0.015, 0.011, -0.004], [0.004, -0.017, 0.015], [-0.028, -0.049, 0.016], [-0.007, -0.039, -0.008], [0.004, 0.018, -0.008], [0.001, -0.019, 0.016], [0.005, 0.018, 0.004], [0.020, -0.019, 0.007], [-0.006, 0.006, -0.040], [-0.069, -0.072, 0.060], [-0.021, -0.007, -0.018], [-0.009, 0.017, -0.016], [-0.002, -0.008, 0.014], [0.066, -0.026, 0.031], [0.015, 0.000, 0.012], [-0.001, -0.015, 0.001], [0.010, 0.003, -0.001], [0.043, 0.048, 0.013], [0.003, -0.014, 0.013], [0.025, 0.014, -0.001], [-0.020, 0.022, 0.026], [0.011, -0.019, -0.016], [-0.090, -0.118, -0.071], [0.005, -0.020, -0.015], [-0.039, -0.040, -0.010], [-0.004, -0.012, -0.008], [-0.002, 0.017, -0.027], [0.017, 0.006, 0.016], [0.000, -0.025, 0.008], [-0.012, 0.011, -0.010], [0.008, 0.000, -0.050], [-0.005, 0.015, -0.022], [0.021, -0.069, 0.014], [0.003, -0.010, -0.012], [0.001, 0.012, -0.004], [-0.037, 0.035, 0.051], [0.009, -0.011, -0.032], [-0.051, 0.061, 0.053], [0.016, 0.069, -0.021], [0.036, -0.131, 0.016], [0.053, -0.015, -0.035], [-0.002, -0.139, 0.179], [-0.471, -0.187, 0.016], [-0.011, 0.021, 0.010], [0.029, -0.015, -0.045], [-0.035, 0.032, 0.002], [0.003, 0.021, 0.001], [0.409, 0.151, -0.078], [-0.020, 0.039, -0.071], [0.001, -0.046, 0.009], [-0.019, 0.003, -0.035], [-0.075, 0.067, -0.038], [0.054, 0.007, 0.023], [-0.359, 0.189, -0.396], [-0.018, -0.028, 0.021], [-0.041, 0.009, 0.041], [0.025, 0.064, 0.017], [-0.008, -0.009, 0.002], [0.009, 0.013, -0.012], [-0.008, -0.007, -0.016]], "mulliken_charge": [2.207, -1.017, 0.410, -1.558, -0.619, -0.563, -1.639, -0.738, -0.106, 0.428, -1.640, -1.744, 4.172, 0.643, 0.133, 0.523, -1.074, -0.883, -0.784, -1.442, 1.918, 0.847, -0.591, 0.750, -0.592, -1.799, -0.662, 0.723, 0.905, -1.788, -1.033, 1.710, -1.645, -1.306, 0.635, -0.092, -0.272, 0.909, 0.246, 0.502, 0.373, 0.571, 0.392, 0.494, 0.824, 0.120, 0.346, 0.558, 0.167, 0.592, 0.181, 0.465, 0.621, 0.469, 0.489, 0.559, 0.538, 0.432, 0.444, 0.141, 0.397, 0.472, 0.389, 0.385, -0.144, 0.476, -0.800, 0.359, 0.347, 0.479, 0.252, 0.492, 0.285, -0.262, 0.817, -0.231, -0.255, 0.263, -0.736, -0.639, 0.360, -0.466, -0.940, 0.446, -3.288, 0.490, 0.452, 0.519, 0.465, -1.095, 0.136, 0.337, -0.789, 0.806, -1.413, -0.911, 0.481, 0.088, 0.039, 0.375, 0.263, 0.447], "total_charge": 2, "homo_ev": [-12.1, -14.0], "s_squared": 0.79, "max_force_ha_per_bohr": 0.0372, "energy_ev": -63468.50996, "homo_lumo_gap_ev": [4.1, 6.1], "relative_energy_ev": 3.015, "multiplicity": 2, "mol_weight_da": 877.10, "lumo_ha": [-0.294, -0.293]}